1.
# C4H28NO11

A cluster of 10 separate species, C4H28NO11 in total (the ωB97M-V functional and the def2-TZVPD basis, OMol25).

Values from the calculation:
Energy above the lowest of the compared OMol25 structures with the same formula, charge and spin (kcal per mole): 13.38
HOMO energy (Eh): -0.47095
Kohn-Sham gap (eV): 10.53
Charge: +1

```
44
Properties=species:S:1:pos:R:3:forces:R:3
H 2.9948 -0.0267 4.0186 0.0797 -0.1134 0.0530
O -1.9027 0.9247 -1.6476 0.1855 0.1381 -0.2452
H 2.6592 2.3694 -1.2625 -0.0181 0.0002 -0.0244
C 0.1306 0.2574 1.1507 0.2526 -0.0561 -0.3052
H 2.2920 -1.7462 -0.7330 0.1939 0.1655 -0.0218
H -1.5224 0.8224 0.0198 -0.1541 0.0845 -0.0426
C 0.8229 1.6249 1.0692 -0.5795 -0.1910 0.2737
H -1.5329 -0.6970 -2.4352 0.0081 -0.4097 -0.3738
O -2.3085 -2.0391 1.4676 0.0203 0.0282 0.0381
H 0.1557 -3.7896 2.9162 0.1204 -0.0915 -0.0136
H 2.7311 -0.2805 0.2353 0.0818 -0.0529 -0.3124
H 1.8982 1.6501 1.2559 0.0300 0.0415 0.0268
H 0.0037 -1.6335 0.1114 -0.1242 -0.0473 0.0565
O 2.0484 1.6258 -1.2643 0.1002 -0.1440 -0.0645
H 2.5711 -0.6939 2.6720 0.1902 -0.0146 0.3412
H -0.0437 2.9450 -3.5714 0.0337 0.0754 0.3482
N -1.3271 0.5078 0.9793 0.3054 -0.2839 0.8069
O -2.6613 2.1569 2.9140 -0.0822 -0.1360 -0.0865
H 0.4244 -0.2868 -0.9073 0.1312 0.0136 -0.0030
H -1.9377 -1.9820 -3.2137 -0.0873 -0.1010 -0.0354
C 2.0723 -1.1397 0.1436 -0.4348 -0.1448 0.7054
O 0.1445 2.6038 0.8840 0.2505 0.1114 0.0841
O 2.5297 0.1241 3.1940 -0.2261 0.1588 -0.3067
H -1.8636 -0.3667 1.1799 0.1439 0.0996 -0.0616
C 0.6063 -0.7260 0.0749 0.1157 -0.0050 -0.1750
H -2.1997 2.8800 3.3466 -0.0456 0.1474 0.0600
H 0.7791 -2.5783 2.1284 0.0215 -0.3669 0.2364
H 2.9187 -2.6340 1.1637 0.1928 -0.0756 0.0010
H 0.0795 1.4451 -3.8588 0.2283 -0.0828 0.1998
H -1.2084 1.4481 -2.1217 -0.1707 0.1133 -0.0442
H -2.7474 1.3149 -1.8930 -0.0668 0.0438 -0.0549
O -0.0106 -2.8954 2.6120 -0.1000 0.3398 -0.1358
H -0.4255 -0.4868 -4.3522 -0.0394 0.2196 -0.2713
O -0.0202 0.2038 -4.9333 -0.0486 -0.4655 0.3565
O 0.0844 2.1069 -3.1061 -0.3959 0.0126 -0.6435
O 2.2602 -1.9609 1.3468 -0.2505 0.2673 -0.4982
H 1.3578 1.8553 -1.9141 0.2208 0.1145 -0.0246
H 0.2869 -0.1688 2.1428 0.0378 0.1342 0.0915
H -1.6156 1.2371 1.6511 -0.2671 -0.0534 -0.2502
H -3.0297 -2.3248 2.0397 0.0345 0.0431 -0.0763
H -3.5998 2.3826 2.9196 0.1935 0.0315 0.0549
H -1.4923 -2.4257 1.8601 -0.1579 -0.1046 0.0775
H 0.7948 -0.2070 -5.2420 0.0429 0.1655 -0.1261
O -1.1971 -1.3965 -3.0409 0.0334 0.3906 0.3851
```
Forces are in eV/Å.

=====

2.
# C27H34N4O3P2Pt

A structure of composition C27H34N4O3P2Pt (the ωB97M-V functional and the def2-TZVPD basis, OMol25).

Values from the calculation:
Energy above the lowest of the compared OMol25 structures with the same formula, charge and spin (kcal per mole): 25.85
HOMO energy (Eh): -0.50937
Kohn-Sham gap (eV): 7.49
Charge: +2

```
71
Properties=species:S:1:pos:R:3:forces:R:3
O -1.0712 -2.1564 0.1685 0.0159 -0.3532 -0.0202
H -3.9677 5.2762 -1.8710 0.0055 -0.0026 0.0010
H 2.1024 -3.9208 -2.0953 -0.0127 0.0088 -0.0226
H -6.3833 -0.9717 0.6860 0.0059 0.0045 -0.0009
C 0.3863 3.3821 3.3639 -0.0355 0.0369 -0.0638
H -4.7839 -1.6980 -1.0454 -0.0011 0.0051 0.0045
C 2.8290 -3.2020 -2.4721 0.1056 0.0909 0.0963
H 0.3373 2.8296 -1.7866 0.0017 0.0025 -0.0030
H -0.1820 4.0647 1.3985 0.0177 0.0195 0.0121
C -2.9638 0.7656 0.3848 -0.0812 0.0246 -0.1009
C -3.2953 -0.2631 -0.4948 -0.0367 -0.0086 0.0406
C -0.6014 3.3678 -1.8104 -0.0406 0.0406 0.0559
C -5.4228 -0.4807 0.6005 -0.0224 0.0088 0.0280
C -0.2120 3.2515 2.1131 0.0172 -0.0286 0.0252
H -1.2727 -3.1143 2.4352 0.0383 0.0252 0.0512
H 0.5358 -0.6373 -2.2508 0.0689 0.0557 -0.0286
C 0.9010 -3.2009 2.5977 0.0556 0.0151 0.0595
C -0.8995 1.0046 2.7161 -0.0667 -0.1331 -0.0373
H 0.9235 -3.5277 3.6371 0.0615 0.0641 0.0217
H 0.8959 -1.3029 3.4499 -0.0851 -0.0167 -0.0566
N 3.7499 -2.8107 -1.4554 0.0127 0.0107 0.0218
H 1.4696 -2.2650 -3.7670 -0.0228 0.0107 0.0218
H -2.1159 5.9677 -3.3511 -0.0007 -0.0068 0.0036
H -3.6859 3.3478 -0.3626 -0.0006 0.0076 -0.0017
C -0.3837 -3.1858 0.4706 -0.4839 0.4880 0.1940
H 3.8635 -2.3527 0.5866 0.0052 0.0135 -0.0006
P -1.4286 1.6266 0.1495 0.2176 -0.3762 -0.1793
C -1.9849 5.1280 -2.6814 -0.0236 0.0160 0.0013
C -0.2872 1.1450 3.9572 0.0157 0.0648 -0.0275
C -4.5265 -0.8881 -0.3765 0.0286 -0.0102 -0.0392
C 1.1089 -1.4892 -1.8853 -0.1112 0.1806 -0.0079
C -0.7771 4.4426 -2.6661 0.0364 -0.0165 -0.0044
H -0.3565 0.3578 4.6993 -0.0254 -0.0043 -0.0133
H 0.4219 -2.2847 -1.5854 0.0804 -0.0305 -0.0771
C -0.8541 2.0678 1.7909 -0.0427 -0.1638 0.1201
C -2.8656 3.6641 -0.9947 0.0175 -0.0375 -0.0421
C -3.8675 1.1770 1.3713 0.0035 -0.0367 -0.0515
C 3.0999 -2.4980 -0.1803 0.0983 0.0114 -0.0475
H 2.3965 -0.0113 -3.6724 -0.0412 -0.0212 -0.0121
N 3.8818 -0.5553 -2.3133 0.1285 -0.0235 0.0366
H 4.0414 0.4456 -0.4754 0.0169 -0.0019 0.0029
H 5.2085 -2.1006 -2.7716 -0.0029 -0.0165 -0.0108
O -0.2768 0.7192 -0.3890 -0.2692 0.1590 0.0462
C 3.2678 0.1457 -1.1821 -0.0939 0.0196 0.0710
O 0.3764 -3.7997 -0.2977 0.0653 -0.2751 0.0389
C -5.0983 0.5510 1.4746 0.0392 0.0087 -0.0196
H 0.0262 4.7510 -3.3216 0.0003 -0.0050 0.0062
C -3.0274 4.7427 -1.8486 0.0255 -0.0215 0.0087
C -0.4155 -3.5776 1.9474 0.1225 -0.0408 -0.0566
H -0.4947 -4.6610 2.0467 -0.0738 -0.0006 -0.0415
H 0.8110 2.4575 5.2477 0.0063 0.0030 -0.0093
H 2.2351 -1.6319 2.6421 -0.0063 0.0430 0.0274
H 1.7122 -3.7054 2.0773 0.0148 -0.0122 -0.0252
H 2.7616 1.0500 -1.5242 -0.0172 -0.0107 0.0035
C 4.6373 -1.7474 -1.9131 -0.1104 0.0666 -0.0120
N 1.2243 -1.7160 2.5781 0.0001 -0.1478 0.1676
H -1.5453 0.1416 2.5133 0.0772 0.0703 0.0505
H -5.8022 0.8638 2.2338 0.0038 -0.0003 -0.0025
H 2.4432 -3.3233 0.0946 0.0031 0.0273 0.0332
P 2.0545 -0.9925 -0.3836 0.0378 -0.4171 -0.5339
H 3.5535 -1.2460 -4.2353 -0.0099 -0.0255 -0.0162
H -2.5850 -0.5946 -1.2396 0.0008 -0.0088 0.0112
C -1.6500 2.9754 -0.9753 0.0936 0.2049 0.0881
C 2.9919 -0.8746 -3.3787 0.0970 0.0764 -0.0089
C 0.3545 2.3359 4.2744 0.0390 -0.0243 0.0625
H 0.8769 4.3087 3.6307 -0.0091 0.0050 -0.0090
H 3.3595 -3.5865 -3.3420 -0.0053 -0.0056 -0.0192
N 2.0282 -1.9775 -2.9607 -0.0637 -0.0488 0.0189
H -3.6117 1.9783 2.0546 -0.0062 0.0052 0.0097
H 5.3345 -1.4851 -1.1199 -0.0028 -0.0007 0.0159
Pt 0.4945 -0.4970 1.0844 0.1231 0.4388 0.1454
```
Forces are in eV/Å.

=====

3.
# C3HN3

A cluster of 2 separate species, C3HN3 in total (the ωB97M-V functional and the def2-TZVPD basis, OMol25).

Values from the calculation:
SMILES: C#CC#N.N#N
Energy above the lowest of the compared OMol25 structures with the same formula, charge and spin (kcal per mole): 2.94
HOMO energy (Eh): -0.39986
Kohn-Sham gap (eV): 10.96

```
7
Properties=species:S:1:pos:R:3:forces:R:3
N -1.1681 -1.5915 1.7298 -0.1084 -0.2614 -3.1299
C 0.5628 1.7924 0.1121 -0.4690 0.7267 -0.2133
C 0.4289 0.5963 -0.5333 -0.1833 -3.4602 -0.8773
C 0.3008 -0.5511 -0.9559 1.3369 3.7474 0.3666
H 0.5046 -1.4239 -1.5094 -0.3798 -0.6234 -0.1011
N -1.2009 -1.6846 0.6226 -0.4117 -0.2077 3.6491
N 0.5719 2.8623 0.5340 0.2154 0.0787 0.3059
```
Forces are in eV/Å.

=====

4.
# C5H2O

The molecule C5H2O (the ωB97M-V functional and the def2-TZVPD basis, OMol25).

Values from the calculation:
SMILES: C#CC#CC=O
Energy above the lowest of the compared OMol25 structures with the same formula, charge and spin (kcal per mole): 1.60
HOMO energy (Eh): -0.37594
Kohn-Sham gap (eV): 9.64

```
8
Properties=species:S:1:pos:R:3:forces:R:3
C 1.6937 -0.1127 -0.1722 0.4256 -0.0479 0.0469
C 2.8691 -0.2665 0.0468 -0.4257 0.0445 -0.0390
C 0.3309 0.0401 -0.3129 -0.4268 0.0084 0.1285
H -2.4321 -0.0039 1.1221 -0.1196 0.0320 -0.0983
C -0.8748 0.1467 -0.3100 0.5263 -0.0629 0.0669
O -3.2032 0.4146 -0.7040 0.4337 -0.0791 0.2394
H 3.8996 -0.4126 0.2859 -0.1388 0.0436 -0.1333
C -2.2832 0.1942 0.0442 -0.2746 0.0615 -0.2113
```
Forces are in eV/Å.

=====

| no. | calculated total energy (eV) |
| --- | --- |
| 1 | -28611.334 |
| 2 | -62465.618 |
| 3 | -7595.254 |
| 4 | -7260.439 |